Entry 1:
206
Properties=species:S:1:pos:R:3 method="wB97M-V/def2-TZVPD" lumo_ev=-3.89 gap_ev=1.63 homo_energy_ev=-5.52 charge=0
Be -2.89 5.34 0.49
C 0.43 -0.57 -1.79
C -0.71 -0.18 -0.82
C -1.12 -1.43 0.04
C -0.12 -1.78 1.06
C 0.13 -0.60 1.95
C 0.59 0.70 1.25
N -0.28 0.96 0.05
O -0.01 2.20 -0.66
C 2.11 0.52 0.95
C 0.44 1.81 2.35
C -2.01 0.30 -1.52
H 1.37 -0.16 -1.44
H 0.22 -0.31 -2.83
H 0.74 -1.61 -1.69
H -1.12 -2.38 -0.49
H -2.10 -1.27 0.47
H 0.77 -2.19 0.57
H -0.46 -2.62 1.67
H 0.87 -0.91 2.69
H -0.83 -0.48 2.45
H 2.34 -0.36 0.35
H 2.75 0.49 1.83
H 2.51 1.38 0.41
H -0.57 1.96 2.73
H 0.83 2.76 2.00
H 1.08 1.55 3.19
H -2.74 0.69 -0.81
H -2.48 -0.56 -2.02
H -1.78 1.03 -2.29
C -1.89 8.65 7.11
C -1.94 7.24 7.74
C -2.11 7.49 9.28
C -2.43 6.30 10.23
C -3.65 5.64 9.64
C -3.63 5.30 8.07
N -3.10 6.48 7.27
O -3.10 6.23 5.83
C -5.12 4.98 7.70
C -2.85 4.00 7.90
C -0.51 6.63 7.55
H -2.11 8.65 6.04
H -0.91 9.12 7.19
H -2.62 9.35 7.52
H -2.96 8.17 9.43
H -1.29 8.06 9.71
H -2.76 6.59 11.22
H -1.59 5.61 10.35
H -4.49 6.32 9.79
H -3.89 4.74 10.19
H -5.65 5.92 7.55
H -5.60 4.43 8.51
H -5.15 4.43 6.76
H -1.78 4.17 7.94
H -3.11 3.48 6.98
H -3.09 3.23 8.64
H -0.32 5.85 8.29
H 0.29 7.34 7.38
H -0.57 6.07 6.61
C 4.34 -0.94 -9.31
C 3.98 -0.25 -7.93
O 2.86 0.51 -8.15
H 5.18 -1.64 -9.27
H 4.62 -0.15 -10.01
H 3.49 -1.48 -9.72
H 4.80 0.37 -7.56
H 3.77 -1.06 -7.23
H 2.83 1.07 -7.37
C -9.60 1.24 -4.10
C -9.43 0.78 -2.67
O -9.08 1.86 -1.79
H -10.21 2.14 -4.16
H -10.13 0.48 -4.67
H -8.59 1.29 -4.49
H -8.62 0.05 -2.60
H -10.34 0.30 -2.30
H -8.98 1.52 -0.90
C -7.41 -3.52 1.35
C -8.51 -4.23 2.14
O -9.07 -3.19 2.90
H -6.83 -4.12 0.65
H -6.72 -3.13 2.10
H -7.84 -2.73 0.74
H -8.08 -4.98 2.80
H -9.22 -4.58 1.39
H -8.96 -3.42 3.83
C 2.46 8.58 0.27
C 1.77 8.64 1.68
O 0.57 7.89 1.69
H 2.61 7.52 0.02
H 3.44 9.05 0.38
H 1.96 9.05 -0.57
H 1.51 9.68 1.87
H 2.42 8.28 2.48
H 0.15 7.99 2.55
C 2.76 6.02 -6.71
C 1.67 5.34 -5.86
O 2.28 4.29 -5.20
H 3.16 5.32 -7.45
H 3.60 6.41 -6.14
H 2.38 6.85 -7.29
H 0.83 4.98 -6.46
H 1.25 6.09 -5.19
H 1.82 4.09 -4.39
C -3.60 3.08 -8.87
C -3.31 4.19 -9.91
O -4.26 5.24 -9.65
H -4.67 2.87 -8.80
H -3.27 3.40 -7.88
H -3.07 2.15 -9.07
H -3.53 3.77 -10.90
H -2.30 4.56 -10.05
H -4.48 5.67 -10.48
C 3.94 -6.94 4.15
C 5.14 -6.00 4.06
O 6.05 -6.17 5.16
H 3.32 -6.68 5.00
H 4.25 -7.99 4.13
H 3.24 -6.78 3.33
H 4.79 -4.97 3.96
H 5.67 -6.10 3.11
H 6.51 -7.02 5.16
C 7.34 5.34 2.84
C 8.42 5.76 3.86
O 9.36 6.53 3.09
H 6.40 4.95 3.26
H 7.72 4.60 2.14
H 7.01 6.18 2.23
H 8.93 4.91 4.30
H 7.96 6.37 4.64
H 9.64 7.28 3.63
C 6.88 0.81 -3.42
C 7.37 2.22 -3.13
O 6.75 2.98 -4.14
H 7.41 0.31 -4.24
H 5.80 0.78 -3.54
H 7.10 0.22 -2.53
H 8.46 2.27 -3.13
H 7.09 2.55 -2.13
H 5.81 2.85 -4.08
O -5.76 4.57 -2.00
H -5.70 4.64 -2.95
H -6.61 4.16 -1.84
O -5.06 2.82 2.52
H -5.81 2.22 2.48
H -5.04 3.10 3.44
C 4.58 -0.97 8.90
C 5.55 -1.22 7.74
C 6.32 0.01 7.26
O 6.51 -2.20 8.09
H 3.82 -0.24 8.64
H 5.05 -0.46 9.73
H 4.08 -1.87 9.26
H 5.04 -1.63 6.87
H 7.06 0.32 8.00
H 5.60 0.78 6.98
H 6.85 -0.22 6.35
H 6.35 -2.98 7.55
C -8.34 -6.25 -3.99
C -6.81 -6.42 -3.88
C -5.95 -5.10 -3.95
O -6.54 -7.07 -2.66
H -8.99 -7.12 -3.89
H -8.45 -5.80 -4.97
H -8.67 -5.45 -3.32
H -6.51 -7.05 -4.71
H -4.88 -5.31 -3.87
H -6.26 -4.30 -3.27
H -6.09 -4.67 -4.95
H -5.59 -7.06 -2.52
C -0.84 -5.26 -7.29
C 0.06 -6.51 -7.42
C 1.50 -6.33 -7.05
O -0.34 -7.52 -6.50
H -1.86 -5.53 -7.57
H -0.62 -4.49 -8.02
H -0.83 -4.72 -6.34
H -0.05 -6.95 -8.41
H 1.96 -5.56 -7.67
H 2.04 -7.25 -7.29
H 1.63 -6.01 -6.02
H 0.16 -8.31 -6.71
C 6.36 -7.96 -1.65
C 6.07 -7.60 -3.11
C 6.04 -6.11 -3.32
O 7.16 -8.12 -3.90
H 6.40 -9.03 -1.46
H 5.57 -7.52 -1.03
H 7.34 -7.64 -1.31
H 5.16 -8.09 -3.46
H 6.00 -5.83 -4.37
H 6.90 -5.60 -2.89
H 5.11 -5.78 -2.86
H 7.84 -7.46 -3.96
C -1.54 -8.19 0.92
C -0.82 -8.31 -0.39
C 0.17 -9.48 -0.34
O -1.72 -8.56 -1.42
H -0.82 -7.90 1.68
H -1.99 -9.10 1.31
H -2.34 -7.45 0.85
H -0.32 -7.38 -0.65
H 0.94 -9.34 -1.10
H -0.37 -10.39 -0.59
H 0.73 -9.52 0.59
H -1.23 -8.65 -2.24

=====

Entry 2:
97
Properties=species:S:1:pos:R:3 method="wB97M-V/def2-TZVPD" lumo_ev="-3.92 / -6.22" spin_multiplicity=2 gap_ev="9.97 / 7.67" homo_energy_ev="-13.89 / -13.89" charge=+2
Cu 0.03 -0.26 0.75
C -0.73 4.01 -0.70
O -1.87 3.78 -1.46
H -0.72 3.25 0.09
H 0.24 3.98 -1.21
H -0.89 5.02 -0.33
H -1.91 4.34 -2.24
C 3.10 3.58 -0.67
O 2.88 4.90 -0.22
H 2.18 3.04 -0.43
H 3.26 3.43 -1.73
H 3.99 3.21 -0.17
H 3.21 4.99 0.67
C -3.74 -0.91 -4.72
C -2.36 -0.71 -5.36
C -1.20 -1.22 -4.40
O -2.32 -1.32 -6.63
H -4.55 -0.50 -5.32
H -3.80 -0.37 -3.78
H -3.76 -1.97 -4.46
H -2.25 0.37 -5.49
H -1.27 -2.29 -4.23
H -1.21 -0.74 -3.42
H -0.23 -1.16 -4.90
H -1.39 -1.25 -6.87
C -0.11 -3.09 -1.48
O -0.13 -2.20 -0.68
N 0.83 -3.29 -2.30
N -1.12 -3.89 -1.65
H 1.61 -2.65 -2.27
H 0.82 -4.06 -2.96
H -2.05 -3.70 -1.32
H -0.94 -4.71 -2.21
C -2.91 0.29 -0.94
O -1.81 0.15 -0.52
N -3.73 -0.72 -1.23
N -3.61 1.37 -1.12
H -4.62 -0.42 -1.59
H -3.52 -1.70 -1.19
H -3.08 2.22 -0.96
H -4.48 1.31 -1.63
C -2.52 -1.84 2.56
O -1.54 -1.40 1.93
N -2.68 -1.74 3.85
N -3.57 -2.33 1.96
H -1.94 -1.32 4.39
H -3.53 -1.95 4.35
H -3.42 -2.67 1.02
H -4.18 -2.82 2.61
C 0.88 0.85 -2.34
O 0.77 0.64 -1.13
N 1.67 0.43 -3.27
N 0.11 1.70 -2.90
H 2.48 -0.16 -3.09
H 1.57 0.85 -4.18
H 0.10 1.77 -3.91
H -0.62 2.19 -2.41
C 2.72 1.22 2.02
O 1.64 0.98 1.49
N 2.94 2.36 2.65
N 3.72 0.39 2.00
H 2.26 3.10 2.60
H 3.76 2.49 3.23
H 3.59 -0.59 1.80
H 4.66 0.63 2.28
C 3.89 -0.93 -0.99
O 3.17 -1.67 -0.29
N 4.62 -1.44 -1.95
N 3.94 0.39 -1.03
H 5.02 -0.86 -2.67
H 4.83 -2.43 -1.95
H 4.75 0.79 -1.49
H 3.59 0.82 -0.19
C -1.82 2.01 2.52
O -0.92 1.32 2.07
N -3.04 2.04 2.09
N -1.61 2.85 3.43
H -3.74 2.50 2.65
H -3.27 1.36 1.37
H -2.31 3.55 3.60
H -0.65 2.97 3.74
C 1.38 -3.00 2.09
O 1.13 -1.82 1.99
N 2.24 -3.60 1.38
N 0.85 -3.85 2.86
H 2.34 -4.59 1.51
H 2.66 -3.06 0.64
H 1.27 -4.73 3.14
H 0.03 -3.53 3.34
C 0.41 0.09 5.54
O -0.61 -0.38 5.19
N 0.52 0.89 6.59
N 1.53 -0.18 4.96
H 1.43 1.07 6.98
H -0.31 1.16 7.10
H 2.38 0.30 5.24
H 1.61 -0.92 4.27

=====

Entry 3:
47
Properties=species:S:1:pos:R:3 method="wB97M-V/def2-TZVPD" lumo_ev="0.46 / 0.28" spin_multiplicity=2 gap_ev="2.66 / 10.58" homo_energy_ev="-2.19 / -10.30" charge=0 relative_energy_kj_mol=254.8
N 0.30 0.23 1.02
C 1.24 -0.90 1.33
C 2.20 -1.22 0.18
N 1.77 -2.39 -0.68
C 3.05 -2.82 -1.28
C 0.93 -1.93 -1.77
C -0.42 -2.64 -1.75
O -0.96 -2.91 -0.50
H -0.39 0.40 1.80
H -0.24 0.20 0.17
H 0.82 1.14 0.99
H 0.65 -1.90 1.37
H 1.56 -0.70 2.38
H 2.40 -0.27 -0.34
H 3.11 -1.57 0.67
H 2.90 -3.76 -1.88
H 3.46 -2.21 -2.05
H 3.73 -3.08 -0.47
H 1.35 -2.17 -2.78
H 0.91 -0.78 -1.82
H -1.26 -2.08 -2.20
H -0.47 -3.60 -2.32
H -0.34 -3.12 0.21
H -3.16 1.47 1.73
H -2.04 2.55 2.27
O -2.28 1.85 1.65
H -1.78 1.09 3.98
H -0.47 0.50 4.46
O -0.90 0.86 3.66
H 1.50 5.25 -0.81
H 0.50 4.05 -0.08
O 1.29 4.56 -0.19
H -1.26 1.92 -1.54
H -1.62 2.96 -0.56
O -0.83 2.53 -0.92
H -2.92 -1.49 -1.02
H -3.88 -0.16 -0.98
O -3.17 -0.67 -0.59
H -0.26 3.47 -4.84
H -0.50 1.90 -5.17
O -0.76 2.67 -4.66
H -2.72 -3.72 2.09
H -2.13 -2.37 1.84
O -2.57 -2.88 2.53
H 0.91 4.21 1.67
H 1.57 4.05 2.97
O 1.19 3.49 2.27

=====

Entry 4:
17
Properties=species:S:1:pos:R:3 method="wB97M-V/def2-TZVPD" lumo_ev=-3.82 gap_ev=9.85 homo_energy_ev=-13.67 charge=+1 relative_energy_kj_mol=237.3
C 0.13 -2.13 -0.16
N 0.32 -0.97 0.24
C 0.39 0.30 -0.06
C -0.97 1.03 -0.11
C -2.37 0.29 0.13
N 1.61 0.88 -0.12
N 2.76 0.10 0.01
H 0.03 -2.93 0.56
H 0.09 -2.40 -1.22
H -1.02 1.50 -1.10
H -0.91 1.85 0.62
H -2.53 -0.46 -0.64
H -2.40 -0.17 1.10
H -3.13 1.06 0.05
H 1.70 1.88 -0.20
H 2.70 -0.51 0.83
H 3.59 0.68 0.06

=====

Entry 5:
87
Properties=species:S:1:pos:R:3 method="wB97M-V/def2-TZVPD" lumo_ev="0.42 / -1.90" spin_multiplicity=3 gap_ev="7.87 / 6.24" homo_energy_ev="-7.44 / -8.14" charge=0 relative_energy_kj_mol=55.3
Au 0.72 1.30 -1.57
N 2.92 2.30 -2.00
C 2.85 2.93 -3.31
C 2.00 2.13 -4.30
O 2.17 2.26 -5.50
N 1.08 1.31 -3.73
C 0.08 0.83 -4.52
C -1.44 1.56 -3.96
O -2.13 1.79 -4.91
O -1.46 1.61 -2.76
H 3.23 2.96 -1.30
H 3.54 1.51 -2.00
H 3.83 3.09 -3.78
H 2.36 3.90 -3.21
H -0.20 -0.20 -4.34
H 0.15 1.08 -5.58
C -2.22 6.44 7.78
C -1.83 5.56 6.63
O -0.71 5.36 6.24
S -3.24 4.82 5.83
C -2.40 4.04 4.45
C -2.33 4.72 3.25
C -1.64 4.18 2.19
C -1.00 2.94 2.33
C -1.10 2.25 3.54
C -1.80 2.79 4.60
C -0.32 2.39 1.22
C 0.23 1.94 0.24
H -1.80 7.44 7.62
H -1.79 6.04 8.69
H -3.30 6.51 7.87
H -2.82 5.68 3.16
H -1.58 4.70 1.25
H -0.63 1.28 3.66
H -1.89 2.26 5.54
C 2.34 -2.22 2.89
C 3.26 -1.98 1.68
C 2.51 -1.27 0.54
C 1.06 -1.74 0.49
C 0.33 -1.23 1.74
C 1.27 -1.15 2.96
P 0.23 -1.11 -1.06
C -1.60 -1.39 -0.94
C -2.05 -2.84 -0.69
C -3.51 -2.88 -0.22
C -4.33 -1.74 -0.82
C -3.80 -0.38 -0.35
C -2.32 -0.44 0.02
C 0.74 -2.28 -2.43
C 0.84 -3.78 -2.10
C 2.27 -4.30 -2.18
C 2.85 -4.11 -3.59
C 2.44 -2.76 -4.20
C 2.02 -1.78 -3.10
H 2.93 -2.23 3.80
H 1.86 -3.20 2.81
H 3.65 -2.94 1.33
H 4.11 -1.37 1.98
H 3.03 -1.47 -0.40
H 2.52 -0.19 0.69
H 1.05 -2.84 0.46
H -0.50 -1.90 1.97
H -0.07 -0.23 1.54
H 0.68 -1.27 3.87
H 1.74 -0.17 3.00
H -1.92 -1.09 -1.95
H -1.43 -3.31 0.07
H -1.95 -3.41 -1.61
H -3.56 -2.82 0.87
H -3.95 -3.84 -0.51
H -5.37 -1.85 -0.52
H -4.29 -1.81 -1.90
H -4.37 -0.02 0.51
H -3.93 0.35 -1.15
H -2.22 -0.80 1.05
H -1.88 0.55 -0.03
H -0.08 -2.14 -3.16
H 0.24 -4.34 -2.82
H 0.43 -3.99 -1.12
H 2.28 -5.36 -1.91
H 2.89 -3.77 -1.45
H 2.51 -4.92 -4.24
H 3.94 -4.17 -3.53
H 1.60 -2.89 -4.88
H 3.26 -2.34 -4.77
H 1.87 -0.79 -3.53
H 2.83 -1.70 -2.38

=====

The molar mass results, record by record, are as follows: 1072.64; 728.23; 263.31; 100.14; 782.74 g/mol.